[1]
The molecule C6H8N2 at a distorted geometry. Source: the OMol25 dataset; level of theory: the ωB97M-V functional and the def2-TZVPD basis.

Results
- SMILES: C#C[C@@H]1NC[C@@H]2N[C@@H]12
- Molar mass: 108.14 g/mol
- Relative energy (zero: lowest compared OMol25 entry of this formula, charge and spin): 8.626 eV
- HOMO: -8.43 eV
- Orbital gap: 0.34396 Ha

Geometry as ORCA input:
```
! wB97M-V def2-TZVPD RIJCOSX def2/J DEFGRID3
* xyz 0 1
C -3.040 -0.366 -0.309
C -1.902 -0.092 0.149
C -0.479 0.185 0.612
N 0.128 1.440 0.223
C 1.318 1.052 -0.553
C 1.777 -0.084 0.075
N 1.390 -1.603 0.105
C 0.285 -0.804 -0.074
H -4.122 -0.192 -0.589
H -0.420 0.221 1.792
H -0.588 1.934 -0.223
H 1.258 0.794 -1.609
H 1.985 1.709 -0.410
H 1.923 0.143 1.278
H 1.747 -1.899 -0.760
H -0.165 -0.928 -1.177
*
```

---

[2]
A 2-piece molecular cluster, C4H9NO2 overall. Source: the OMol25 dataset; level of theory: the ωB97M-V functional and the def2-TZVPD basis.

Results
- SMILES: C[C@@H]1CO1.[H]/N=C/O
- Molar mass: 103.12 g/mol
- Relative energy (zero: lowest compared OMol25 entry of this formula, charge and spin): 2.467 eV
- HOMO: -9.98 eV
- Orbital gap: 0.40686 Ha

Geometry as ORCA input:
```
! wB97M-V def2-TZVPD RIJCOSX def2/J DEFGRID3
* xyz 0 1
C 1.696 -1.542 -1.422
C 1.078 -0.560 -0.481
C 0.029 -0.958 0.445
O -0.272 -0.198 -0.753
H 2.570 -2.001 -0.949
H 2.005 -1.053 -2.348
H 0.971 -2.327 -1.658
H 1.689 0.298 -0.193
H -0.397 -1.958 0.401
H -0.078 -0.435 1.389
H -2.293 0.999 2.361
N -1.772 0.934 1.496
C -1.611 2.080 0.972
O -0.949 2.283 -0.161
H -1.991 3.019 1.380
H -0.677 1.388 -0.503
*
```

---

[3]
A 14-piece molecular cluster, C41H113N7O14 overall at a distorted geometry. Source: the OMol25 dataset; level of theory: the ωB97M-V functional and the def2-TZVPD basis.

Results
- Molar mass: 928.39 g/mol
- Relative energy (zero: lowest compared OMol25 entry of this formula, charge and spin): 2.745 eV
- HOMO: -8.52 eV
- Orbital gap: 0.32125 Ha

Geometry as ORCA input:
```
! wB97M-V def2-TZVPD RIJCOSX def2/J DEFGRID3
* xyz 0 1
C -1.337 -4.327 3.017
C -2.483 -4.119 4.015
C -3.773 -3.482 3.418
O -2.848 -5.422 4.438
H -0.599 -5.022 3.416
H -0.941 -3.352 2.731
H -1.589 -4.874 2.108
H -2.121 -3.592 4.898
H -4.521 -3.437 4.209
H -4.251 -4.104 2.661
H -3.623 -2.476 3.025
H -2.061 -5.962 4.342
C -3.267 1.812 2.925
C -4.326 0.754 3.200
C -4.623 0.579 4.667
O -5.436 1.309 2.561
H -3.484 2.747 3.441
H -3.157 2.162 1.899
H -2.305 1.465 3.302
H -4.140 -0.233 2.778
H -5.178 -0.357 4.729
H -5.178 1.416 5.091
H -3.681 0.442 5.199
H -5.280 1.285 1.614
C 2.059 -3.610 2.982
C 3.502 -3.556 3.304
C 4.117 -4.912 3.143
O 4.203 -2.645 2.518
H 1.537 -4.066 3.824
H 1.753 -4.178 2.104
H 1.763 -2.561 2.958
H 3.671 -3.299 4.350
H 5.119 -4.953 3.569
H 4.086 -5.348 2.145
H 3.650 -5.589 3.859
H 5.141 -2.842 2.457
C -2.223 -0.104 -6.333
C -1.537 -0.055 -4.988
C -2.430 0.471 -3.886
O -1.323 -1.427 -4.605
H -2.645 0.866 -6.595
H -2.906 -0.946 -6.444
H -1.418 -0.118 -7.068
H -0.591 0.486 -5.018
H -2.531 1.529 -4.129
H -2.031 0.338 -2.880
H -3.390 -0.035 -3.787
H -2.224 -1.726 -4.750
C -2.127 -3.038 -2.040
C -2.697 -4.395 -1.705
C -3.870 -4.400 -0.742
O -3.039 -4.920 -2.923
H -2.914 -2.380 -2.409
H -1.300 -3.075 -2.749
H -1.898 -2.446 -1.154
H -1.943 -5.088 -1.330
H -4.842 -4.201 -1.192
H -3.674 -3.704 0.074
H -3.829 -5.399 -0.309
H -2.269 -4.860 -3.493
C 2.046 -3.609 -3.849
C 2.215 -2.370 -4.790
C 1.655 -2.606 -6.216
O 1.476 -1.347 -4.202
H 1.758 -4.503 -4.402
H 1.389 -3.368 -3.014
H 3.009 -3.810 -3.381
H 3.283 -2.192 -4.919
H 2.068 -1.947 -6.980
H 0.576 -2.759 -6.240
H 2.141 -3.519 -6.561
H 0.548 -1.592 -4.214
C 1.281 -1.355 -0.895
C 0.431 -0.116 -0.392
C -0.552 -0.439 0.767
O 1.293 0.920 0.020
H 2.017 -1.034 -1.631
H 0.608 -2.099 -1.323
H 1.784 -1.766 -0.019
H -0.134 0.255 -1.247
H -1.196 0.417 0.964
H -0.026 -0.772 1.662
H -1.067 -1.309 0.361
H 1.806 0.566 0.750
C -0.917 3.973 2.128
C -1.449 5.372 1.696
C -2.866 5.637 2.138
O -0.768 6.265 2.467
H 0.167 4.082 2.102
H -1.283 3.117 1.561
H -1.125 3.774 3.179
H -1.315 5.518 0.624
H -3.534 4.937 1.636
H -3.128 6.646 1.819
H -2.932 5.475 3.214
H -0.846 7.186 2.206
C 5.202 -1.620 -2.296
C 5.827 -2.631 -1.423
C 4.696 -3.606 -0.935
O 6.892 -3.319 -2.053
H 4.507 -0.923 -1.827
H 4.777 -2.003 -3.224
H 5.970 -0.902 -2.583
H 6.397 -2.162 -0.621
H 4.021 -3.025 -0.307
H 5.138 -4.383 -0.310
H 4.093 -4.110 -1.690
H 7.317 -2.613 -2.545
C -7.035 3.082 -0.185
C -5.527 3.002 -0.554
C -4.957 1.644 -1.048
O -5.079 0.654 -0.008
C -4.664 -0.603 -0.389
N -5.227 4.110 -1.527
H -7.237 2.391 0.633
H -7.585 2.855 -1.098
H -7.242 4.125 0.057
H -4.938 3.136 0.354
H -3.916 1.675 -1.367
H -5.535 1.303 -1.907
H -4.783 -1.270 0.465
H -3.611 -0.589 -0.672
H -5.341 -1.065 -1.107
H -5.733 3.877 -2.369
H -4.269 4.117 -1.846
C 3.809 0.365 4.217
C 2.434 0.291 3.568
C 1.557 1.498 3.797
O 1.170 1.458 5.196
C 0.427 2.613 5.703
N 2.716 0.085 2.133
H 3.800 0.713 5.250
H 4.558 0.846 3.588
H 4.233 -0.637 4.281
H 1.898 -0.612 3.863
H 0.592 1.382 3.303
H 1.836 2.500 3.473
H 0.381 2.447 6.779
H -0.611 2.691 5.382
H 0.974 3.534 5.499
H 3.195 -0.804 2.106
H 3.452 0.741 1.914
C 2.854 4.450 0.164
C 3.699 3.456 0.981
C 4.500 2.445 0.059
O 5.119 1.667 1.027
C 5.750 0.482 0.473
N 4.580 4.203 1.900
H 2.551 5.390 0.624
H 2.028 3.916 -0.306
H 3.332 4.894 -0.709
H 3.053 2.857 1.623
H 5.229 2.938 -0.583
H 3.791 1.881 -0.547
H 6.432 0.653 -0.360
H 4.928 -0.159 0.153
H 6.378 -0.086 1.159
H 5.244 3.641 2.414
H 5.130 4.724 1.232
C -1.485 3.949 -2.567
O -2.638 4.234 -2.235
N -0.634 3.294 -1.854
N -0.861 4.195 -3.632
H -0.661 3.052 -0.874
H 0.211 3.211 -2.401
H 0.114 3.942 -3.707
H -1.347 4.774 -4.302
C 2.034 2.230 -3.733
O 2.171 3.385 -3.427
N 1.928 1.222 -2.907
N 1.765 1.677 -4.897
H 1.843 0.292 -3.293
H 1.811 1.353 -1.912
H 1.563 0.689 -4.958
H 1.841 2.236 -5.735
*
```

---

[4]
A 13-piece molecular cluster, C54H74BN7O13 overall at a distorted geometry. Source: the OMol25 dataset; level of theory: the ωB97M-V functional and the def2-TZVPD basis.

Results
- Molar mass: 1040.03 g/mol
- HOMO: -8.90 eV
- Orbital gap: 0.31976 Ha

Geometry as ORCA input:
```
! wB97M-V def2-TZVPD RIJCOSX def2/J DEFGRID3
* xyz 0 1
N -0.730 -0.007 0.259
H -0.869 -0.969 -0.017
H -0.686 0.661 -0.498
H 0.102 -0.105 0.823
H -1.519 0.211 0.850
O -2.166 8.996 2.162
C -1.959 7.918 1.593
O -2.177 6.668 1.959
B -1.623 5.757 0.931
O -1.184 6.648 -0.200
C -1.362 7.888 0.136
O -1.128 8.913 -0.541
O -0.471 4.960 1.364
C -0.695 3.710 1.052
O 0.070 2.755 1.183
C -2.117 3.585 0.504
O -2.618 4.748 0.483
O -2.609 2.534 0.161
C -2.576 -1.142 -4.107
C -1.573 -1.760 -5.001
C -2.254 -1.716 -6.345
O -3.612 -1.420 -6.110
C -3.764 -0.623 -4.916
H -2.269 -0.513 -3.272
H -2.976 -2.005 -3.575
H -1.287 -2.795 -4.814
H -0.633 -1.207 -5.024
H -2.139 -2.594 -6.980
H -1.798 -0.877 -6.871
H -4.681 -0.779 -4.348
H -3.545 0.422 -5.134
C 2.805 0.296 -4.673
C 3.784 0.904 -3.753
C 3.788 -0.036 -2.525
O 2.381 -0.467 -2.446
C 1.728 -0.293 -3.756
H 3.327 -0.563 -5.093
H 2.394 0.932 -5.457
H 3.496 1.872 -3.343
H 4.802 1.050 -4.115
H 4.054 0.504 -1.616
H 4.493 -0.855 -2.668
H 0.816 0.299 -3.680
H 1.422 -1.239 -4.204
C -3.297 3.141 4.750
C -3.067 4.582 4.296
C -1.654 4.993 4.855
O -1.326 3.779 5.585
C -1.829 2.696 4.969
H -3.848 2.577 3.997
H -3.822 3.145 5.705
H -3.801 5.280 4.698
H -3.087 4.692 3.212
H -1.691 5.812 5.573
H -0.934 5.205 4.063
H -1.866 1.825 5.623
H -1.257 2.423 4.083
C 3.028 3.690 0.351
C 4.377 3.636 -0.343
C 5.231 4.656 0.371
O 4.456 5.074 1.516
C 3.337 4.227 1.732
H 2.591 2.693 0.409
H 2.374 4.392 -0.166
H 4.326 3.825 -1.415
H 4.688 2.610 -0.146
H 5.456 5.497 -0.284
H 6.170 4.221 0.713
H 2.469 4.785 2.082
H 3.447 3.373 2.400
C 2.924 -4.546 -1.627
C 4.323 -4.235 -1.177
C 4.972 -5.582 -0.942
O 3.914 -6.505 -0.960
C 2.943 -6.014 -1.922
H 2.661 -3.983 -2.523
H 2.155 -4.445 -0.861
H 4.307 -3.765 -0.194
H 5.101 -3.769 -1.782
H 5.558 -5.687 -0.029
H 5.688 -5.812 -1.732
H 1.969 -6.483 -1.781
H 3.240 -6.240 -2.946
N 1.616 -0.458 1.456
C 1.899 0.155 2.633
C 3.216 0.250 3.108
C 4.274 -0.120 2.231
C 3.978 -0.885 1.097
C 2.640 -1.045 0.778
H 1.075 0.594 3.176
H 3.397 0.729 4.059
H 5.294 0.143 2.471
H 4.814 -1.280 0.538
H 2.389 -1.510 -0.164
N -0.668 -2.550 -0.522
C -0.220 -2.992 -1.754
C -0.304 -4.307 -2.218
C -0.940 -5.273 -1.404
C -1.486 -4.818 -0.209
C -1.390 -3.516 0.195
H 0.390 -2.294 -2.308
H 0.112 -4.597 -3.171
H -0.911 -6.307 -1.714
H -1.987 -5.562 0.392
H -1.847 -3.176 1.113
N -0.576 1.805 -1.854
C 0.708 2.262 -1.990
C 1.037 3.168 -2.964
C 0.090 3.657 -3.821
C -1.190 3.261 -3.680
C -1.484 2.288 -2.714
H 1.422 1.894 -1.267
H 2.078 3.455 -2.936
H 0.397 4.321 -4.616
H -2.011 3.642 -4.269
H -2.483 1.955 -2.476
N 0.711 -3.888 3.540
C 0.854 -4.742 4.569
C 1.514 -5.993 4.446
C 2.058 -6.274 3.175
C 1.985 -5.364 2.107
C 1.261 -4.183 2.334
H 0.394 -4.436 5.497
H 1.562 -6.611 5.331
H 2.604 -7.206 3.137
H 2.315 -5.682 1.129
H 1.161 -3.408 1.589
N -4.153 -1.055 -0.116
C -4.690 0.012 -0.812
C -5.929 -0.038 -1.391
C -6.705 -1.200 -1.278
C -6.207 -2.291 -0.522
C -4.902 -2.156 -0.012
H -4.067 0.894 -0.788
H -6.276 0.791 -1.990
H -7.667 -1.149 -1.767
H -6.812 -3.185 -0.493
H -4.466 -2.974 0.543
N -1.889 -0.441 2.889
C -3.268 -0.298 2.939
C -4.059 -0.567 4.010
C -3.404 -1.055 5.149
C -1.995 -1.277 5.122
C -1.322 -0.953 4.009
H -3.681 0.216 2.084
H -5.114 -0.342 3.949
H -4.066 -1.239 5.982
H -1.480 -1.704 5.971
H -0.259 -1.129 3.939
*
```

---

[5]
A 5-piece molecular cluster, C4H18N2O6 overall at a distorted geometry. Source: the OMol25 dataset; level of theory: the ωB97M-V functional and the def2-TZVPD basis.

Results
- SMILES: C[C@@H](O)CNC(N)=O.O.O.O.O
- Molar mass: 190.20 g/mol
- Relative energy (zero: lowest compared OMol25 entry of this formula, charge and spin): 2.743 eV
- HOMO: -10.28 eV
- Orbital gap: 0.38085 Ha

Geometry as ORCA input:
```
! wB97M-V def2-TZVPD RIJCOSX def2/J DEFGRID3
* xyz 0 1
C 3.260 -0.161 -0.124
C 2.506 0.199 -1.392
O 1.553 -0.944 -1.580
C 1.800 1.565 -1.107
N 0.676 1.460 -0.188
C -0.616 1.734 -0.546
N -1.413 1.575 0.631
O -0.933 2.150 -1.648
H 4.078 -1.089 -0.322
H 3.845 0.659 0.254
H 2.604 -0.679 0.654
H 3.188 0.386 -2.244
H 0.733 -0.351 -1.824
H 2.557 2.372 -0.734
H 1.471 1.931 -2.076
H 1.000 1.181 0.804
H -2.288 2.152 0.555
H -1.631 0.542 0.868
O -2.675 -1.799 -1.243
H -2.112 -2.382 -1.488
H -2.365 -1.100 -0.664
O -0.533 -2.743 0.229
H -0.983 -3.437 -0.257
H 0.164 -2.369 -0.354
O -1.326 0.553 3.600
H -1.682 0.025 2.971
H -0.816 1.229 3.132
O -1.364 -1.769 2.259
H -0.442 -1.942 2.317
H -1.622 -1.975 1.382
*
```